Formula: C14H30NO3P2Ti
Source: the OMol25 dataset
Level of theory: ωB97M-V/def2-TZVPD

LUMO energy (alpha / beta) = -6.803 / -8.160 eV
Total charge = +2
Energy = -2363.565692 Eh
2S+1 = 2
⟨S²⟩ = 0.756
Orbital gap (alpha / beta) = 8.0580 / 7.1440 eV
Maximum force = 4.1 eV/A

Element x y z (Å)
Ti  0.241960  0.795034  -0.139716
P  2.292453  -0.749571  0.459538
C  2.378334  -0.837689  -1.396883
C  1.115122  -1.434308  -1.953642
N  -0.043568  -0.922372  -1.485753
C  -1.220346  -1.313422  -2.009384
C  -1.248631  -2.337222  -2.955817
C  -0.061448  -2.874448  -3.449496
C  1.142502  -2.410930  -2.936903
C  -2.459615  -0.623966  -1.525408
P  -2.130255  1.037224  -0.716671
H  2.110979  -2.776515  -3.257818
H  -2.205201  -2.706262  -3.304204
H  -0.057082  -3.655083  -4.214587
H  -3.190601  -0.479038  -2.330223
H  -2.979028  -1.246884  -0.786163
H  2.370525  0.247627  -1.660719
H  3.333193  -1.241608  -1.737297
H  0.384290  3.786700  -1.449269
O  1.468491  1.756842  -1.086436
H  2.196766  1.701909  -1.713413
H  -0.596663  2.216800  -0.513951
O  -0.164556  3.690030  -0.568687
H  0.295505  3.989621  0.340702
C  -2.708910  2.173115  -2.017847
H  -3.729534  1.889270  -2.306076
H  -2.723319  3.221836  -1.680652
H  -2.063239  2.064947  -2.901429
C  -3.415070  1.102495  0.574789
H  -3.099895  1.794774  1.366286
H  -4.380973  1.442794  0.174555
H  -3.560481  0.111303  1.025148
C  2.191769  -2.481661  0.982298
H  3.188660  -2.940202  0.955079
H  1.797445  -2.506066  2.006808
H  1.506916  -3.041598  0.334924
C  3.964318  -0.205051  0.911119
H  3.951217  0.141071  1.954234
H  4.681752  -1.032607  0.818647
H  4.284439  0.636734  0.281349
C  0.972044  0.365792  3.791131
C  -0.231735  0.149190  2.872937
C  -1.528481  0.506527  3.574612
O  -0.067398  0.891032  1.654304
H  1.164587  1.442984  3.936865
H  1.886223  -0.099698  3.381599
H  0.773559  -0.084619  4.780617
H  -0.258428  -0.931818  2.635974
H  -1.607967  1.588791  3.733852
H  -2.392970  0.175305  2.995326
H  -1.567637  0.012871  4.555758

Cartesian forces, eV/Å:
1.77 -2.31 2.94
0.05 -0.13 -0.99
0.36 0.59 0.09
0.75 -0.26 -0.23
0.15 0.89 0.19
0.26 -0.68 -0.43
-0.19 0.19 -0.01
0.07 -0.14 0.18
-0.06 0.16 0.23
-0.09 -0.04 0.32
-1.79 0.04 -1.24
-0.20 -0.05 -0.14
0.04 0.11 -0.11
-0.16 0.28 0.27
0.25 0.04 0.04
0.19 0.07 0.03
0.44 -1.94 -0.05
-0.36 -0.47 -0.23
-0.84 -0.06 3.09
0.06 0.73 -0.55
-0.19 0.71 0.23
-1.25 1.62 -0.10
1.14 0.93 0.66
-0.90 -0.75 -3.47
-0.03 0.18 -0.14
0.23 0.04 0.10
0.15 -0.41 -0.08
-0.13 0.15 0.22
0.20 0.24 0.61
-0.15 -0.15 -0.18
0.41 -0.07 -0.14
0.18 0.28 -0.14
-0.08 -0.12 0.31
-0.30 0.02 0.02
0.19 -0.17 -0.21
0.11 0.11 0.15
0.11 0.28 0.32
0.12 -0.11 -0.27
-0.22 0.24 -0.04
-0.13 -0.23 0.17
0.21 0.23 0.05
0.47 -0.50 0.70
-0.18 0.19 -0.01
-0.45 -0.01 -1.37
-0.10 -0.41 -0.04
-0.34 0.21 0.15
0.13 0.17 -0.50
-0.07 0.36 -0.20
0.07 -0.17 0.01
0.06 0.03 0.12
0.00 0.13 -0.33

Formula: C14H30NO3P2Zr
Source: the OMol25 dataset
Level of theory: ωB97M-V/def2-TZVPD

LUMO energy (alpha / beta) = -13.053 / -13.053 eV
Total charge = +3
Energy = -1560.646758 Eh
Orbital gap (alpha / beta) = 5.4238 / 5.4248 eV
Maximum force = 8.3 eV/A

Element x y z (Å)
Zr  0.420814  -0.272362  -0.625812
P  -1.043930  2.071314  -1.396111
C  0.492090  2.713335  -0.523168
C  0.497789  2.391953  0.921660
N  0.417187  1.068259  1.221264
C  0.693986  0.601148  2.454638
C  0.859618  1.534052  3.481472
C  0.853054  2.899474  3.215016
C  0.729090  3.351299  1.909222
C  0.883711  -0.886724  2.654861
P  1.383195  -1.883534  1.159069
H  0.867773  4.382575  1.636850
H  1.069392  1.163604  4.488369
H  1.007079  3.632608  4.019034
H  1.679595  -1.043630  3.403061
H  -0.025818  -1.337899  3.074659
H  1.409599  2.026484  -0.966897
H  0.678028  3.756505  -0.744334
H  3.824463  -1.732975  -2.138973
O  1.842086  0.851900  -1.545547
H  2.306066  1.139143  -2.372360
H  1.889609  -1.130886  -0.067008
O  2.987451  -1.970253  -1.751496
H  2.241940  -2.124221  -2.380104
C  3.122073  -2.253607  1.496829
H  3.185639  -2.559296  2.537786
H  3.430695  -3.063301  0.827846
H  3.711142  -1.340495  1.334542
C  0.489448  -3.431919  1.437722
H  0.455926  -4.034193  0.519619
H  0.995393  -4.008466  2.236977
H  -0.548635  -3.240890  1.759997
C  -2.382840  2.904425  -0.504190
H  -2.439570  3.971847  -0.752635
H  -3.340721  2.453285  -0.762231
H  -2.251490  2.813633  0.580581
C  -0.894330  2.862890  -3.019390
H  -1.557031  2.352721  -3.727622
H  -1.176958  3.917872  -3.003851
H  0.131100  2.779060  -3.403653
C  -2.692123  -2.728745  -0.493131
C  -2.078348  -2.088021  -1.728246
C  -3.033499  -1.075273  -2.388778
O  -0.815493  -1.467802  -1.401599
H  -2.943555  -1.955861  0.247787
H  -1.975596  -3.424537  -0.048969
H  -3.617173  -3.278271  -0.717237
H  -1.875510  -2.874156  -2.472696
H  -3.302193  -0.255750  -1.690780
H  -2.566932  -0.639717  -3.289012
H  -3.993287  -1.536602  -2.703032

Cartesian forces, eV/Å:
-3.90 5.22 -5.07
1.44 0.47 1.07
0.60 -0.34 -0.25
0.13 0.75 -0.31
0.41 -1.17 -0.86
0.11 1.49 0.97
0.25 -1.42 0.25
0.04 0.76 0.03
-0.07 -1.06 0.23
-0.56 1.20 0.08
3.04 -1.80 3.82
-0.15 0.20 0.01
-0.10 0.25 -0.27
-0.05 -0.49 -0.28
-0.11 -0.10 -0.42
0.08 -0.09 -0.34
-2.22 2.82 1.07
-0.16 0.33 0.22
0.28 0.12 -0.89
0.48 -3.16 -1.25
-0.41 -0.61 0.82
1.22 -2.19 1.57
-2.47 -0.32 1.10
1.77 0.00 -0.11
0.03 0.17 -0.25
0.11 -0.15 0.07
0.15 0.19 0.06
0.03 -0.34 0.01
-1.13 -0.67 -1.16
0.06 -0.05 0.29
0.25 0.55 -0.34
0.43 0.11 -0.26
-0.47 -0.06 0.15
0.21 -0.24 -0.07
-0.06 0.02 0.00
0.02 -0.09 -0.22
-0.10 -0.53 -0.68
0.10 0.14 0.04
0.03 -0.08 0.29
-0.24 -0.04 0.15
0.26 0.28 0.33
-1.59 -0.64 -0.87
0.12 0.50 0.00
0.95 0.37 0.89
0.00 -0.11 -0.10
-0.19 -0.10 -0.02
0.38 0.19 -0.12
0.27 0.29 0.24
0.21 -0.41 -0.24
-0.21 -0.15 0.33
0.74 -0.02 0.25

Formula: C14H30NO6P2RuSSbSe4
Source: the OMol25 dataset
Level of theory: ωB97M-V/def2-TZVPD

LUMO energy (alpha / beta) = -0.676 / -2.359 eV
Energy = -12079.612199 Eh
2S+1 = 5
⟨S²⟩ = 6.058
Orbital gap (alpha / beta) = 7.0587 / 5.3067 eV
Maximum force = 1.0 eV/A

Element x y z (Å)
Ru  -2.383584  -1.586529  0.013412
C  3.420555  -1.744117  2.114406
C  2.087432  -2.223088  1.594784
C  1.011747  -2.259250  2.655428
O  1.688364  -1.259951  0.554244
P  0.774133  -1.669055  -0.661278
O  -0.450129  -2.445146  -0.293308
C  0.460252  -0.035218  -1.338477
P  -0.552178  0.966586  -0.222519
O  -1.121130  0.077435  0.851210
O  -1.562145  1.640804  -1.189976
C  -2.592682  2.600453  -0.683739
C  -3.821671  2.389118  -1.533607
C  -2.023444  3.991803  -0.779977
O  0.341885  2.106541  0.378570
C  0.699273  2.112758  1.817952
C  -0.407487  2.788222  2.588158
C  2.037563  2.801546  1.897673
O  1.614529  -2.562011  -1.622374
C  2.695827  -2.263378  -2.563024
C  2.162899  -1.533665  -3.775875
C  3.841774  -1.561023  -1.871867
H  3.772695  -2.416198  2.897400
H  3.320054  -0.746509  2.546285
H  4.174570  -1.704536  1.329633
H  2.194672  -3.195853  1.107691
H  0.860565  -1.260981  3.069711
H  1.316788  -2.927230  3.462158
H  0.063151  -2.606492  2.251746
H  -0.033382  -0.100965  -2.308081
H  1.429847  0.457274  -1.440987
H  -2.808810  2.318195  0.348426
H  -3.629354  2.684622  -2.566488
H  -4.630717  3.005166  -1.139425
H  -4.137396  1.349635  -1.506036
H  -1.783171  4.228907  -1.817712
H  -1.128925  4.117885  -0.173252
H  -2.775140  4.705397  -0.439354
H  0.785661  1.068132  2.122566
H  -0.521659  3.828936  2.280065
H  -0.174518  2.775819  3.654383
H  -1.356510  2.267337  2.458906
H  1.978529  3.811677  1.491407
H  2.795122  2.245707  1.345338
H  2.355343  2.869194  2.938919
H  3.006404  -3.265536  -2.855574
H  1.993411  -0.475290  -3.578177
H  1.237540  -1.987384  -4.128782
H  2.899759  -1.601066  -4.577124
H  3.562898  -0.565597  -1.522216
H  4.664904  -1.446180  -2.578589
H  4.204493  -2.136112  -1.021144
Se  -2.817001  -3.275006  1.722319
Sb  -3.874482  -3.635094  -0.826444
Se  -2.804117  -1.400600  -2.283598
Se  -2.726576  -5.464488  -1.727061
Se  -6.163575  -3.250645  -0.681469
S  -4.931225  1.527018  2.266474
C  -4.329770  0.355748  1.323702
N  -3.911862  -0.487747  0.624589

Cartesian forces, eV/Å:
0.64 0.73 0.17
0.08 0.04 0.10
-0.10 0.10 -0.16
0.00 -0.02 0.06
0.09 -0.06 0.07
-0.24 0.00 0.30
0.14 0.06 -0.01
0.24 0.21 -0.15
-0.24 -0.67 0.32
-0.07 0.38 -0.37
-0.05 0.31 -0.05
0.06 -0.28 -0.09
0.04 0.08 0.02
-0.05 0.20 -0.04
0.08 -0.09 0.28
-0.01 -0.12 -0.24
-0.06 0.07 0.12
0.09 0.04 0.08
-0.06 0.02 -0.28
-0.11 -0.13 0.22
0.05 0.03 -0.09
0.12 0.06 -0.03
0.00 -0.01 -0.01
-0.03 0.00 -0.01
-0.03 -0.02 -0.03
-0.02 -0.02 0.05
0.02 0.00 0.01
-0.02 -0.01 -0.01
0.01 -0.02 -0.02
0.01 -0.06 0.01
-0.04 0.04 -0.16
0.01 0.04 0.03
0.02 -0.03 0.00
0.00 -0.02 0.01
-0.03 -0.07 0.02
0.02 -0.02 0.00
-0.01 -0.04 -0.01
0.00 -0.01 0.02
0.00 0.03 0.01
0.01 -0.01 -0.03
0.04 0.00 -0.02
0.00 -0.01 -0.04
-0.03 0.00 0.00
-0.01 0.00 -0.02
-0.01 0.00 0.00
0.02 0.02 -0.02
-0.02 0.00 0.02
0.00 -0.02 0.02
0.00 0.01 0.00
-0.03 0.00 -0.01
-0.01 0.00 0.00
-0.03 -0.03 0.00
-0.14 0.01 -0.19
-0.20 -0.45 -0.30
-0.08 -0.13 0.37
0.21 -0.17 -0.05
-0.35 0.08 0.09
0.19 -0.22 -0.27
-0.28 0.25 0.25
0.18 -0.10 0.04

Formula: C14H31BCl22OS
Source: the OMol25 dataset
Level of theory: ωB97M-V/def2-TZVPD

LUMO energy = 0.255 eV
Energy = -11174.486397 Eh
Orbital gap = 8.9553 eV
Structure (SMILES) = COCB(C)S.ClCCl.ClCCl.ClCCl.ClCCl.ClCCl.ClCCl.ClCCl.ClCCl.ClCCl.ClCCl.ClCCl
Maximum force = 1.1 eV/A

Element x y z (Å)
C  -1.702328  0.221839  1.940843
O  -0.538396  -0.533820  2.162514
C  0.679707  0.166901  1.957358
B  1.473644  -0.279215  0.671763
C  0.913827  -1.274570  -0.382591
S  3.199668  0.384928  0.451189
H  -2.504447  -0.239529  2.514250
H  -2.011215  0.208275  0.893734
H  -1.591038  1.242035  2.300347
H  0.564656  1.248904  1.983343
H  1.303915  -0.084670  2.813503
H  -0.053700  -1.685536  -0.128722
H  0.803985  -0.786909  -1.347879
H  1.605983  -2.099621  -0.520307
H  3.233135  0.991190  -0.742611
Cl  -1.989381  -3.419549  -0.021503
C  -2.657523  -3.082185  -1.623995
Cl  -3.250252  -1.417907  -1.768204
H  -1.878890  -3.231699  -2.360154
H  -3.486710  -3.755633  -1.801950
Cl  -3.735098  3.282352  2.234288
C  -3.765820  2.969438  3.979589
Cl  -4.744111  1.561792  4.389833
H  -2.751706  2.798671  4.316951
H  -4.188763  3.835336  4.470355
Cl  3.268932  -1.427420  -3.066588
C  2.399948  -0.023206  -3.690662
Cl  3.217376  1.492843  -3.283992
H  2.329989  -0.104622  -4.767675
H  1.417471  0.027424  -3.241200
Cl  7.534738  1.237429  -4.364141
C  6.856355  0.076081  -3.217623
Cl  7.177197  -1.593981  -3.696868
H  7.299528  0.245295  -2.245711
H  5.784629  0.224789  -3.179842
Cl  -5.074364  -2.134093  3.725003
C  -5.520865  -2.038481  2.022642
Cl  -6.407694  -3.465871  1.469233
H  -6.141116  -1.164218  1.874505
H  -4.614166  -1.960335  1.444391
Cl  -0.598885  1.188203  -3.070770
C  -2.128595  1.970528  -3.483411
Cl  -2.816819  1.376147  -4.996647
H  -2.831735  1.785726  -2.682399
H  -1.909294  3.024361  -3.584969
Cl  1.152731  4.579239  -0.242410
C  -0.349964  5.444835  -0.572625
Cl  -1.121081  4.879045  -2.062690
H  -1.029877  5.277781  0.248837
H  -0.130928  6.498547  -0.680169
Cl  -9.279818  -3.437461  -2.869378
C  -8.386162  -4.493862  -1.771357
Cl  -6.701814  -4.696942  -2.268092
H  -8.399599  -4.054588  -0.782423
H  -8.860261  -5.465794  -1.764424
Cl  4.168462  1.464632  4.181803
C  4.194801  -0.149832  4.900508
Cl  3.330236  -1.333365  3.906046
H  5.224509  -0.469581  4.997687
H  3.713428  -0.105789  5.872591
Cl  5.669925  -0.375845  -9.226083
C  6.168957  0.101852  -7.598567
Cl  4.929270  -0.249731  -6.392124
H  7.064060  -0.445325  -7.334743
H  6.359275  1.166400  -7.593231
Cl  1.118145  0.943430  7.455188
C  1.954197  -0.036000  8.664044
Cl  3.665095  -0.244842  8.262033
H  1.884680  0.457830  9.623521
H  1.489959  -1.012053  8.700840

Cartesian forces, eV/Å:
-0.13 -0.45 0.15
-0.22 0.09 0.13
0.48 -0.80 -0.21
-0.08 0.36 -0.67
-0.29 0.09 0.14
0.29 0.46 0.99
-0.09 -0.08 0.09
0.10 0.22 -0.24
0.06 0.28 -0.08
-0.13 0.29 -0.03
0.24 0.20 0.23
-0.19 0.03 0.18
0.12 0.11 -0.24
0.21 -0.11 -0.11
-0.44 -0.51 -0.24
-0.21 -0.06 -0.01
0.01 -0.06 0.01
-0.02 -0.03 0.04
0.08 0.06 -0.01
-0.07 0.03 0.06
0.00 0.02 0.03
0.00 0.06 0.01
0.01 -0.06 -0.03
0.06 -0.08 -0.05
-0.06 0.06 -0.02
0.03 0.00 -0.11
0.03 -0.02 0.09
0.09 0.15 -0.14
0.04 0.04 -0.06
0.17 -0.26 -0.04
0.10 0.10 0.00
-0.14 -0.08 0.02
0.02 -0.01 0.02
0.11 0.02 0.01
-0.06 -0.04 -0.07
-0.02 -0.03 0.09
0.01 0.12 -0.05
-0.01 -0.03 0.00
-0.10 0.00 0.04
0.19 -0.05 -0.14
-0.17 0.02 0.06
0.02 0.07 -0.06
0.03 -0.02 0.04
-0.04 -0.03 0.04
-0.15 -0.04 -0.11
-0.02 -0.01 0.03
0.14 -0.04 0.01
-0.03 0.16 0.07
-0.12 -0.09 0.08
0.05 0.04 -0.08
-0.02 0.00 0.01
-0.01 0.03 0.05
0.04 -0.03 0.00
0.04 0.08 0.02
-0.01 -0.06 -0.07
0.01 -0.01 0.03
-0.11 0.07 0.07
0.12 -0.13 0.08
0.04 -0.02 -0.08
0.04 0.03 -0.34
0.02 0.01 -0.01
0.06 0.03 0.01
-0.11 -0.05 0.05
0.01 -0.09 0.03
-0.05 0.07 -0.01
-0.02 -0.01 0.00
-0.05 0.01 -0.04
0.03 -0.05 0.37
0.04 0.09 0.03
0.00 -0.07 -0.06

- The lowest energy belongs to which entry?
  C14H30NO6P2RuSSbSe4

- Look up the maximum force of the third one.
  1.0 eV/A